--- A ---
Molecular formula: C9H14
Method: DFT, ωB97M-V/def2-TZVPD

LUMO: 0.99 eV
gap between HOMO and LUMO: 9.647 eV
total charge: 0
HOMO level: -8.661 eV

Each line ends with the natural charge from an NBO analysis.
Cartesian coordinates (Å):
C 1.32329 -2.24742 0.90650  -0.6319
C 0.93068 -0.47903 2.52092  -0.2218
C 1.06053 -0.82750 1.17534  -0.0179
C 0.91473 0.85777 2.87239  -0.1963
C 0.78005 0.18732 0.24738  -0.2154
C 0.78803 1.94874 1.96592  -0.2338
C 0.95653 1.58157 0.60790  -0.2036
H 0.97513 -1.18208 3.23036  0.1971
H 0.83192 1.05814 3.93915  0.2031
H 0.41202 -2.68707 0.20686  0.2153
H 1.47214 -2.93208 1.75970  0.2298
H 0.48688 -0.18588 -0.71202  0.2043
H 0.59009 2.96180 2.31878  0.2238
H 0.93181 2.08564 -0.31994  0.2165
H 2.28028 -2.14462 0.19046  0.2298
C -1.30558 0.19362 -3.18347  -0.6086
C -2.36989 0.34298 -2.09098  -0.6198
H -1.02306 -0.85951 -3.49288  0.2031
H -1.57165 0.71535 -4.02211  0.2069
H -0.35148 0.53851 -2.71284  0.1989
H -2.05399 0.37539 -0.97272  0.2110
H -3.06342 -0.48778 -2.23000  0.2031
H -2.99504 1.18615 -2.20468  0.2065

--- B ---
Molecular formula: C9H14
Method: DFT, ωB97M-V/def2-TZVPD

LUMO: 0.89 eV
gap between HOMO and LUMO: 9.963 eV
total charge: 0
HOMO level: -9.071 eV

Each line ends with the natural charge from an NBO analysis.
Cartesian coordinates (Å):
C -2.52901 -1.79045 2.54366  -0.6223
C -2.41894 -0.27936 2.61323  -0.6248
H -1.62571 -2.30012 2.11966  0.2012
H -2.59342 -2.13779 3.60437  0.2025
H -3.34751 -2.32601 2.08289  0.2109
H -2.29357 0.03864 3.70602  0.2039
H -1.51098 -0.14798 2.03349  0.2167
H -3.22818 0.35561 2.26312  0.2121
C 1.16126 -1.63518 -1.62416  -0.6464
C 0.32057 0.61155 -1.88800  -0.2145
C 1.38138 -0.14709 -1.40282  -0.0133
C 0.31240 2.01554 -1.84607  -0.2026
C 2.38016 0.56460 -0.70291  -0.2159
C 1.36304 2.67304 -1.23045  -0.2248
C 2.43163 1.94047 -0.77520  -0.2004
H -0.42193 0.07425 -2.46289  0.2024
H -0.62787 2.44989 -2.19827  0.2148
H 0.09496 -1.93979 -1.63982  0.2253
H 1.54599 -2.39333 -0.89973  0.2208
H 3.25046 0.02411 -0.39748  0.2073
H 1.35574 3.72127 -1.02970  0.2123
H 3.23456 2.48985 -0.35721  0.2089
H 1.76496 -1.86171 -2.51172  0.2261

--- C ---
Molecular formula: C9H14
Method: DFT, ωB97M-V/def2-TZVPD

LUMO: 0.96 eV
gap between HOMO and LUMO: 9.640 eV
total charge: 0
HOMO level: -8.680 eV

Each line ends with the natural charge from an NBO analysis.
Cartesian coordinates (Å):
C 0.28319 1.91295 -0.95674  -0.6299
C 1.29387 -0.18438 0.07591  -0.2252
C 1.20262 0.62909 -1.02916  -0.0206
C 1.52248 -1.59816 0.01162  -0.2044
C 1.76603 -2.06875 -1.32473  -0.1993
C 1.90235 0.20997 -2.15256  -0.2224
C 2.27670 -1.13459 -2.27374  -0.2139
H 0.87824 0.06160 1.06262  0.2061
H 1.44669 -2.07859 0.90689  0.2109
H -0.67335 1.66096 -0.51564  0.2198
H -0.01700 2.34346 -1.95410  0.2191
H 1.60406 -3.06057 -1.56393  0.2023
H 2.03591 0.89513 -3.09816  0.2189
H 2.80941 -1.56090 -3.08149  0.2149
H 0.88140 2.50552 -0.33029  0.2227
C -2.58250 -0.54906 2.29089  -0.6239
C -2.18438 0.85595 1.68239  -0.6165
H -3.54797 -0.89877 2.26454  0.2099
H -2.05720 -1.49292 1.95236  0.2103
H -2.51606 -0.32262 3.39212  0.2055
H -2.82963 1.60089 2.19311  0.2063
H -1.08652 1.20944 1.81658  0.2091
H -2.40832 1.06433 0.63150  0.2005

--- D ---
Molecular formula: C9H14
Method: DFT, ωB97M-V/def2-TZVPD

LUMO: 1.00 eV
gap between HOMO and LUMO: 9.795 eV
total charge: 0
HOMO level: -8.799 eV

Each line ends with the natural charge from an NBO analysis.
Cartesian coordinates (Å):
C -1.67183 2.38939 2.96511  -0.6034
C -0.70800 1.91552 3.89968  -0.6207
H -1.19930 2.89606 2.18351  0.2111
H -2.18769 1.52678 2.44543  0.1933
H -2.67483 2.86836 3.39295  0.2076
H 0.12636 1.33151 3.45815  0.2018
H -0.89511 1.43665 4.78868  0.2132
H -0.17424 2.76477 4.30169  0.1978
C 0.10972 -2.15130 -3.60860  -0.6399
C 1.01728 0.07107 -0.21233  -0.2368
C 2.02861 -0.16988 -1.19239  -0.2015
C -0.08456 -0.76735 -0.17769  -0.2017
C 1.77536 -1.03882 -2.26313  -0.2158
C -0.35364 -1.63148 -1.21518  -0.2394
C 0.48093 -1.65799 -2.28148  0.0063
H 1.24039 0.89310 0.48406  0.2182
H 2.94694 0.28937 -1.29926  0.2065
H -0.89844 -0.54730 0.54530  0.2169
H 2.46289 -1.25870 -3.10139  0.2132
H -1.26403 -2.29964 -1.29769  0.2149
H -0.71715 -1.50714 -3.92132  0.2231
H -0.18420 -3.18398 -3.45219  0.2156
H 0.82456 -2.16903 -4.44193  0.2196

Least stable = C

--- A ---
Molecular formula: C2HClN2O2
Method: DFT, ωB97M-V/def2-TZVPD

LUMO: -0.88 eV
gap between HOMO and LUMO: 11.249 eV
total charge: 0
HOMO level: -12.129 eV

Each line ends with the natural charge from an NBO analysis.
Cartesian coordinates (Å):
C 0.98674 0.70064 -0.81163  0.2314
C 0.10820 0.27701 0.40289  -0.2161
N 1.54824 1.10280 -1.71178  -0.2431
N -0.63526 -1.00705 0.11860  0.5168
O -0.30828 -2.02366 0.71145  -0.3414
O -1.53022 -0.94566 -0.65933  -0.3081
Cl -1.00049 1.58751 0.72032  0.0782
H 0.83108 0.30839 1.22950  0.2823

--- B ---
Molecular formula: C2HClN2O2
Method: DFT, ωB97M-V/def2-TZVPD

LUMO (alpha / beta): -3.59 / -4.39 eV
gap between HOMO and LUMO (alpha / beta): 8.038 / 6.771 eV
total charge: 0
HOMO level (alpha / beta): -11.630 / -11.159 eV

Each line ends with the natural charge from an NBO analysis.
Cartesian coordinates (Å):
C 0.02536 1.33018 -0.36025  0.1772
C 0.41139 0.27869 0.44818  -0.0031
N -0.21476 2.20639 -1.09641  -0.1589
N 0.52730 -0.98009 -0.03606  0.4244
O 0.12667 -1.23442 -1.16210  -0.3509
O 1.00661 -1.86205 0.72846  -0.3599
Cl -2.88806 -0.14534 0.06830  0.0047
H 1.00550 0.40666 1.40988  0.2665

Least stable = B

--- A ---
Molecular formula: C4H4N2O2
Method: DFT, ωB97M-V/def2-TZVPD

LUMO: -0.05 eV
gap between HOMO and LUMO: 8.580 eV
total charge: 0
HOMO level: -8.629 eV

Each line ends with the natural charge from an NBO analysis.
Cartesian coordinates (Å):
C -0.69335 0.69131 0.18110  0.3892
C -1.97719 -0.02565 0.03371  -0.1591
C -0.33824 -1.31936 -0.15080  0.1650
C 1.68437 0.20396 0.07486  0.5680
H -0.93637 2.55446 0.08276  0.4877
H -2.89153 0.53157 0.22317  0.2151
H 0.11748 -2.36543 -0.12641  0.2193
H 1.82246 1.40431 0.56982  0.1632
N -1.63780 -1.35874 0.01469  -0.3958
N 0.30933 -0.10333 0.03474  -0.4659
O -0.21026 1.95553 -0.21785  -0.6801
O 2.60198 -0.60454 -0.02322  -0.5066

--- B ---
Molecular formula: C4H4N2O2
Method: DFT, ωB97M-V/def2-TZVPD

LUMO: -0.75 eV
gap between HOMO and LUMO: 8.322 eV
total charge: 0
HOMO level: -9.072 eV

Each line ends with the natural charge from an NBO analysis.
Cartesian coordinates (Å):
C -1.88398 2.12960 0.21553  0.5327
C -1.19197 0.43305 -0.89593  -0.5988
C 0.24499 0.82299 -0.53799  -0.2828
C -2.11467 0.42365 0.27779  0.5346
N 0.39306 1.95734 0.37935  -0.0198
N -0.66101 2.48618 0.67499  -0.1786
O -2.72895 2.87134 -0.20086  -0.5055
O -2.56856 -0.50977 0.91331  -0.4686
H -1.66332 1.11514 -1.66208  0.2643
H -0.99460 -0.51886 -1.43218  0.2522
H 0.79549 -0.04886 -0.37667  0.2366
H 0.73859 1.35345 -1.48802  0.2336

Least stable = B

--- A ---
Molecular formula: C4H4N2O2
Method: DFT, ωB97M-V/def2-TZVPD

LUMO: 0.02 eV
gap between HOMO and LUMO: 9.363 eV
total charge: 0
HOMO level: -9.345 eV

Each line ends with the natural charge from an NBO analysis.
Cartesian coordinates (Å):
C -0.32207 0.00586 0.73612  0.2063
C 0.16878 1.28965 0.92227  -0.0553
C 0.46675 0.29583 -1.52022  -0.0452
C 0.01140 -0.58713 -0.54273  0.2259
H -1.46189 -1.36442 1.46759  0.4840
H -0.00733 1.83803 1.88618  0.2202
H 0.54335 -0.07896 -2.53504  0.2050
H -0.13387 -2.29927 0.00606  0.4761
N 0.83678 1.95776 -0.05214  -0.2220
N 0.94189 1.46995 -1.28493  -0.2046
O -0.86967 -0.64535 1.77514  -0.6553
O -0.17413 -1.88194 -0.85832  -0.6351

--- B ---
Molecular formula: C4H4N2O2
Method: DFT, ωB97M-V/def2-TZVPD

LUMO: -0.20 eV
gap between HOMO and LUMO: 9.542 eV
total charge: 0
HOMO level: -9.738 eV

Each line ends with the natural charge from an NBO analysis.
Cartesian coordinates (Å):
C 1.55183 -0.12004 -0.28655  0.0724
C 0.85762 -1.06042 0.26126  0.0061
C -1.59054 -0.82709 -0.09115  0.3601
C -0.11767 1.68339 0.55416  0.3436
H 2.47755 -0.57538 -0.95525  0.2470
H 1.40090 -2.06654 -0.16130  0.1994
H -2.13304 -1.74846 -0.65945  0.1989
H 0.26035 2.67206 1.03328  0.2166
N -2.00547 0.40331 -0.51872  -0.2708
N -1.38839 1.52198 0.17002  -0.2856
O 1.23672 1.29441 -0.13732  -0.5524
O -0.54987 -1.17721 0.79102  -0.5353

Least stable = B

--- A ---
Molecular formula: C4H4N2O2
Method: DFT, ωB97M-V/def2-TZVPD

LUMO: 0.16 eV
gap between HOMO and LUMO: 8.905 eV
total charge: 0
HOMO level: -8.743 eV

Each line ends with the natural charge from an NBO analysis.
Cartesian coordinates (Å):
C -0.40099 0.25437 -1.04700  0.5795
C 0.58414 -0.75368 -1.33138  -0.4724
C 1.21790 -1.14062 -0.08113  0.1230
C 0.01554 0.18834 1.27463  0.7444
H -1.75002 1.38491 -1.94027  0.4980
H 0.50607 -1.24951 -2.47561  0.2658
H 1.92467 -2.04023 -0.36274  0.1723
H -1.03528 1.47019 0.50655  0.4359
N 1.08199 -0.82527 1.11107  -0.4930
N -0.66967 0.60930 0.13529  -0.6303
O -1.07362 0.77583 -2.03377  -0.6468
O -0.30528 0.55617 2.36587  -0.5764

--- B ---
Molecular formula: C4H4N2O2
Method: DFT, ωB97M-V/def2-TZVPD

LUMO: 0.55 eV
gap between HOMO and LUMO: 10.592 eV
total charge: 0
HOMO level: -10.046 eV

Each line ends with the natural charge from an NBO analysis.
Cartesian coordinates (Å):
C 1.59635 -0.49155 -0.05044  0.6900
C -0.14545 0.52626 0.25313  -0.1274
C -1.58218 0.54155 -0.08154  -0.0190
C 0.10791 -0.87858 -0.32891  -0.0295
H 1.68171 1.56634 0.36782  0.4019
H -0.17889 0.39042 1.46274  0.1764
H -2.23171 1.38095 -0.32664  0.2236
H -0.01351 -0.80508 -1.40474  0.2044
N 1.19048 0.86584 -0.18721  -0.6145
N -2.04334 -0.62404 0.00688  -0.0701
O 2.71096 -0.92635 0.10553  -0.5104
O -1.09233 -1.54576 0.18338  -0.3254

Least stable = B

--- A ---
Molecular formula: C23H26N2O4
Method: DFT, ωB97M-V/def2-TZVPD

LUMO: -0.46 eV
gap between HOMO and LUMO: 7.500 eV
total charge: 0
HOMO level: -7.960 eV

Each line ends with the natural charge from an NBO analysis.
Cartesian coordinates (Å):
C -5.57153 -2.88731 -0.51721  -0.2321
O -5.41547 -1.52845 -0.28630  -0.5352
C -4.18912 -0.85823 -0.06715  0.3283
C -3.10316 -1.68525 -0.11081  -0.2544
C -1.92173 -1.21378 0.08360  -0.0625
C -2.01207 0.22192 0.62212  -0.2220
C -3.22562 0.92333 0.75020  0.2416
C -4.37692 0.44683 0.15622  0.1671
O -5.56966 1.18487 0.25652  -0.4595
C -6.44139 0.96499 -0.68142  -0.2523
H -6.06742 1.08793 -1.63193  0.1694
H -7.24503 0.25917 -0.58544  0.1785
H -7.03921 1.75225 -0.77554  0.1815
O -2.92726 2.44179 0.96303  -0.5241
C -3.98098 3.30036 0.66716  -0.1973
H -3.57412 4.22805 1.20372  0.1930
H -4.77642 2.94720 1.51075  0.1584
H -4.36620 3.33359 -0.15406  0.1406
H -0.94055 0.94444 0.72928  0.2522
C -0.75482 -1.76595 0.30196  -0.1048
C 0.39916 -1.49050 0.65122  -0.2725
C 1.52712 -2.21496 0.67162  0.6073
O 1.64478 -3.24933 -0.03839  -0.6392
N 2.71828 -1.72630 1.22925  -0.6184
H 2.72764 -0.66661 1.17755  0.3899
C 4.17194 -2.20601 0.64223  -0.2184
H 4.79196 -2.26771 1.48252  0.2077
H 4.04835 -3.13130 0.38972  0.2269
C 4.50202 -1.50605 -0.48953  -0.2451
N 4.50817 -0.08721 -0.35253  -0.4249
C 3.34407 0.79233 -0.70605  0.1923
C 2.10756 0.30105 -1.39943  -0.2801
C 1.17628 1.31910 -1.32667  -0.2543
C 1.30755 2.43715 -0.85433  -0.1988
C 2.48535 2.86743 -0.24014  -0.2032
C 3.58130 2.19118 -0.11304  -0.0301
C 4.88088 2.01165 0.21923  -0.3023
C 5.38387 0.78006 0.48627  0.1915
C 6.71886 0.31273 0.61854  -0.6581
H 7.18297 1.20767 1.15247  0.2407
H 7.36506 -0.15822 -0.11329  0.2480
H 6.53864 -0.48099 1.55432  0.2100
H 5.24332 2.80047 0.87909  0.1987
H 2.61443 3.79044 0.16974  0.1971
H 0.41568 3.33800 -0.97505  0.2129
H 0.35865 0.95975 -1.81962  0.2143
H 2.06183 -0.77127 -1.63439  0.2410
H 4.09543 -1.90691 -1.41508  0.2446
H 5.64511 -1.65096 -0.91499  0.2114
H 0.43704 -0.51854 1.37305  0.1912
H -0.74181 -2.70046 -0.40790  0.2044
H -3.12731 -2.65733 -0.38713  0.2238
H -6.49129 -3.05051 -0.84067  0.1941
H -5.01471 -3.19152 -1.42905  0.1591
H -5.10946 -3.57408 0.32569  0.1719

--- B ---
Molecular formula: C23H26N2O4
Method: DFT, ωB97M-V/def2-TZVPD

LUMO: -0.98 eV
gap between HOMO and LUMO: 6.259 eV
total charge: 0
HOMO level: -7.237 eV

Each line ends with the natural charge from an NBO analysis.
Cartesian coordinates (Å):
C -2.84112 -4.21103 -2.67728  -0.6131
C -3.00532 -2.79884 -2.54610  -0.0656
H -3.21310 -2.36165 -3.42665  0.1824
H -3.69916 -2.54291 -1.79417  0.2026
O -1.62816 -2.08888 -2.26684  -0.5904
C -1.39800 -2.11431 -0.73649  0.8027
O -2.20371 -2.57393 0.11297  -0.6472
C -0.03105 -1.63400 -0.43464  -0.3297
C 0.37901 -1.44312 0.93812  0.3479
N -0.53252 -1.86049 1.93326  -0.5763
H -1.25544 -2.44747 1.79038  0.4288
C -0.61755 -1.18958 3.23166  -0.1991
H 0.12433 -0.54027 3.34178  0.2109
C -1.90981 -0.14873 3.04348  -0.4215
C -1.36991 0.80964 1.78443  0.0506
C -0.43284 1.83868 2.15769  -0.3034
C -0.01271 2.60076 0.93364  -0.3063
C -0.49418 2.47795 -0.22560  0.2151
C -1.54728 1.33520 -0.47647  0.4314
C -2.05001 0.78917 0.73054  -0.3769
H -2.73760 0.07423 0.37058  0.2157
O -2.18010 1.32884 -1.42758  -0.4526
C -1.61378 1.56140 -2.75776  -0.2993
H -1.67235 2.76801 -2.86343  0.2346
H -2.03411 0.90452 -3.67434  0.2123
H -0.63296 1.18753 -2.96716  0.2108
O -0.05756 3.25542 -1.44486  -0.5350
C 1.16924 3.76097 -1.07718  -0.2047
H 1.34587 4.43653 -2.05442  0.1728
H 1.91023 3.34891 -0.79642  0.1435
H 1.01695 4.62932 -0.41297  0.1597
H 0.99933 3.13772 1.11479  0.2259
H 0.03052 1.78478 3.07084  0.2067
H -2.81314 -0.49435 2.59648  0.2088
H -2.04599 0.52067 3.87376  0.2077
H -1.10478 -2.00921 4.10220  0.2080
C 1.64536 -0.89641 1.06252  -0.1051
C 2.08520 -0.76081 2.59680  -0.1827
C 3.44166 -0.19996 2.61761  -0.2429
C 4.03329 0.55974 1.70807  -0.1706
C 3.22033 0.61972 0.30006  0.0985
C 2.15946 -0.04609 0.33803  0.0830
N 1.74852 -0.15318 -1.15387  -0.4548
C 0.63812 -0.83530 -1.44200  0.0941
H 0.47019 -1.09622 -2.38433  0.1990
C 3.92718 1.17318 -0.99929  -0.5579
H 4.37350 2.22160 -0.66791  0.1873
H 4.69770 0.63832 -1.39802  0.2218
H 3.39089 1.23904 -1.70658  0.2030
H 4.98241 1.13619 1.79734  0.2250
H 3.97134 -0.30256 3.50622  0.2045
H 1.89761 -1.54939 3.18794  0.1976
H -2.01202 -4.60371 -3.51415  0.2081
H -3.80921 -4.54892 -3.12811  0.2184
H -2.70276 -4.68668 -1.78652  0.2162

Least stable = B